Formula: C37H37BrF6N7O6PSY
Source: the Open Molecules 2025 dataset
Level of theory: the ωB97M-V functional and the def2-TZVPD basis

```
97
Properties=species:S:1:pos:R:3:lowdin_spin:R:1
Y -0.27 -0.33 -0.20 0.00
O -4.17 -2.10 1.19 0.00
C -3.15 -1.31 1.03 0.00
O -2.63 -1.04 -0.03 0.00
C -2.63 -0.68 2.29 0.00
C -3.25 -0.72 3.53 0.00
C -2.65 -0.02 4.56 0.00
C -1.48 0.69 4.32 0.00
C -0.93 0.65 3.05 0.00
N -1.50 -0.03 2.06 0.00
C 0.30 1.38 2.58 0.00
O 1.01 2.08 3.43 0.00
O 0.62 1.33 1.41 0.00
H -4.34 -2.59 0.36 0.00
H -4.16 -1.28 3.67 0.00
H -3.09 -0.02 5.55 0.00
H -1.02 1.25 5.13 0.00
H 0.69 2.04 4.34 0.00
Br 4.41 -5.98 2.48 0.13
C 3.34 -4.50 2.19 0.23
C 2.40 -4.12 3.17 -0.01
C 1.60 -3.05 2.95 0.13
C 1.67 -2.30 1.72 0.11
O 0.90 -1.34 1.52 0.20
C 2.67 -2.70 0.74 0.11
C 2.89 -1.94 -0.49 0.00
N 2.07 -1.12 -1.03 0.05
C 2.56 -0.43 -2.18 0.00
C 3.39 -0.98 -3.12 0.01
C 3.86 -0.20 -4.19 0.00
C 3.51 1.11 -4.30 0.01
C 2.63 1.69 -3.36 0.00
C 2.23 3.05 -3.42 0.00
C 1.38 3.54 -2.47 0.00
C 0.88 2.65 -1.49 0.00
N 1.20 1.38 -1.42 0.00
C 2.11 0.91 -2.32 0.00
C 3.49 -3.76 1.00 0.02
H 2.32 -4.70 4.08 0.00
H 0.86 -2.74 3.68 0.00
H 3.87 -2.08 -0.93 0.00
H 3.67 -2.02 -3.05 0.00
H 4.52 -0.66 -4.93 0.00
H 3.89 1.73 -5.11 0.00
H 2.61 3.69 -4.20 0.00
H 1.06 4.57 -2.46 0.00
H 0.17 3.00 -0.75 0.00
H 4.24 -4.05 0.28 0.00
F -0.45 -2.61 -0.68 0.00
P -1.09 -4.10 0.05 0.00
F -1.65 -5.38 0.76 0.00
F -0.75 -4.82 -1.32 0.00
F 0.40 -4.37 0.57 0.01
F -1.35 -3.17 1.36 0.00
F -2.53 -3.68 -0.52 0.00
C -0.21 -1.64 -3.53 0.00
N -1.02 -0.61 -2.78 0.00
C -2.44 -1.09 -2.84 0.00
N -2.92 -1.28 -4.20 0.00
C -2.07 -2.27 -4.86 0.00
N -0.67 -1.83 -4.89 0.00
C -0.60 -0.56 -5.60 0.00
N -1.42 0.47 -4.95 0.00
C -0.95 0.64 -3.59 0.00
C -2.81 -0.01 -4.92 0.00
H -0.28 -2.59 -2.99 0.00
H 0.82 -1.31 -3.57 0.00
H -3.07 -0.34 -2.35 0.00
H -2.52 -2.03 -2.30 0.00
H -2.42 -2.42 -5.88 0.00
H -2.14 -3.22 -4.33 0.00
H -0.94 -0.69 -6.63 0.00
H 0.44 -0.22 -5.62 0.00
H -1.56 1.40 -3.10 0.00
H 0.08 0.99 -3.63 0.00
H -3.16 -0.14 -5.94 0.00
H -3.44 0.74 -4.43 0.00
C -1.59 7.55 -3.32 0.00
C -1.92 6.22 -2.70 0.00
C -1.67 5.97 -1.35 0.00
C -1.98 4.75 -0.78 0.00
C -2.55 3.76 -1.56 0.00
C -2.80 3.98 -2.91 0.00
C -2.49 5.20 -3.47 0.00
S -2.94 2.15 -0.94 0.00
C -3.92 2.58 0.50 0.00
O -1.65 1.58 -0.35 0.00
H -1.24 8.26 -2.58 0.00
H -2.47 7.97 -3.81 0.00
H -0.82 7.43 -4.09 0.00
H -1.24 6.75 -0.74 0.00
H -1.77 4.58 0.27 0.00
H -3.24 3.19 -3.52 0.00
H -2.70 5.38 -4.52 0.00
H -3.32 3.17 1.18 0.00
H -4.22 1.65 0.97 0.00
H -4.79 3.13 0.16 0.00
```

total charge	+2
highest occupied orbital energy (alpha / beta)	-12.848 / -12.850	eV
orbital gap (alpha / beta)	7.10 / 5.26	eV
electronic energy	-169199.6469	eV
multiplicity	2
strongest force on any atom	0.011	hartree/bohr

=====

Formula: C5H8N2
Source: the Open Molecules 2025 dataset
Level of theory: the ωB97M-V functional and the def2-TZVPD basis

```
15
Properties=species:S:1:pos:R:3:mulliken_charge:R:1
C 1.79 0.03 1.03 -0.35
N 0.55 0.26 1.13 -0.54
C -0.30 -0.36 0.12 0.51
C -1.68 -0.70 0.67 -1.48
C -0.36 0.70 -1.00 -0.58
C 0.94 0.81 -1.67 0.21
N 2.00 0.88 -2.13 -0.43
H 2.49 0.60 1.63 0.27
H 2.22 -0.69 0.31 0.27
H 0.16 -1.28 -0.29 0.37
H -2.17 0.18 1.09 0.33
H -1.60 -1.45 1.46 0.36
H -2.32 -1.12 -0.12 0.37
H -0.57 1.66 -0.53 0.32
H -1.15 0.48 -1.73 0.35
```

highest occupied orbital energy	-10.161	eV
SMILES string	C=N[C@@H](C)CC#N
orbital gap	11.13	eV
electronic energy	-8293.9591	eV
strongest force on any atom	0.022	hartree/bohr

=====

Formula: C42H87F2N16O14P4RbS2
Source: the Open Molecules 2025 dataset
Level of theory: the ωB97M-V functional and the def2-TZVPD basis

```
168
Properties=species:S:1:pos:R:3:mulliken_charge:R:1
Rb -3.33 -1.71 -2.64 0.87
N -1.92 -0.70 -0.50 0.13
S -2.30 -0.85 0.94 0.56
O -3.36 -0.06 1.51 -0.56
O -1.22 -1.30 1.81 -0.42
F -3.05 -2.24 0.52 -0.36
S -1.42 0.90 -0.36 0.66
O -0.64 1.35 0.83 -0.15
O -2.39 1.89 -0.85 -0.51
F -0.25 0.82 -1.55 -0.18
C -1.67 -5.02 -1.56 -0.04
C -0.65 -5.93 -1.68 -0.62
C -1.01 -7.23 -2.16 -0.48
C -2.30 -7.43 -2.73 -0.03
C -3.28 -6.39 -2.59 -0.39
C -2.98 -5.25 -1.93 -0.77
N -2.64 -8.65 -3.50 0.97
O -3.56 -8.64 -4.26 -0.59
O -1.94 -9.60 -3.40 -0.59
H -1.40 -4.11 -1.05 0.38
H 0.34 -5.73 -1.31 0.65
H -0.24 -7.98 -2.27 0.43
H -4.27 -6.50 -2.99 0.43
H -3.72 -4.49 -1.73 0.58
C 1.06 0.24 3.96 -0.18
C 0.67 0.68 5.24 -0.44
C 0.84 2.01 5.61 -0.65
C 1.42 2.94 4.71 -0.52
C 1.81 2.51 3.42 -0.18
C 1.63 1.18 3.08 0.32
N 1.63 4.35 5.13 1.15
O 2.36 5.04 4.42 -0.60
O 1.05 4.78 6.14 -0.61
H 1.03 -0.81 3.69 0.16
H 0.22 0.06 6.00 0.49
H 0.60 2.33 6.62 0.47
H 2.23 3.23 2.73 0.74
H 1.93 0.75 2.14 -0.31
C -1.93 4.28 3.99 -0.35
C -2.12 5.61 4.37 -0.61
C -2.95 6.37 3.59 -0.33
C -3.53 5.89 2.38 0.10
C -3.39 4.55 2.04 -0.46
C -2.47 3.73 2.76 -0.38
N -4.20 6.86 1.49 0.98
O -4.17 6.61 0.31 -0.58
O -4.73 7.83 2.02 -0.60
H -1.30 3.60 4.53 0.57
H -1.78 6.07 5.28 0.44
H -2.99 7.38 3.99 0.39
H -3.68 4.08 1.11 0.37
H -2.30 2.68 2.55 0.54
O 3.92 -3.95 -0.42 -0.91
P 3.80 -2.54 -0.86 0.17
N 5.23 -1.73 -1.37 0.31
C 5.24 -0.29 -1.50 -0.77
C 6.25 -2.54 -2.07 -0.93
N 3.14 -1.52 0.36 0.98
C 1.82 -1.94 0.93 -0.55
C 4.02 -1.17 1.51 -1.05
N 2.84 -2.39 -2.32 0.41
C 2.03 -1.13 -2.58 -0.70
C 2.62 -3.52 -3.25 -0.93
H 4.74 -0.18 -2.46 0.40
H 6.19 0.19 -1.75 0.45
H 4.59 0.20 -0.77 -0.07
H 5.88 -2.94 -3.02 0.30
H 6.44 -3.48 -1.55 0.30
H 7.18 -1.98 -2.19 0.33
H 1.16 -1.14 1.26 -0.03
H 1.20 -2.50 0.23 0.04
H 1.99 -2.68 1.71 0.07
H 3.50 -0.41 2.08 0.19
H 4.21 -2.02 2.16 0.20
H 4.92 -0.70 1.11 0.47
H 2.07 -0.83 -3.63 0.44
H 1.03 -1.49 -2.37 0.55
H 2.32 -0.32 -1.91 -0.33
H 1.84 -4.22 -2.94 0.16
H 3.58 -4.00 -3.45 0.24
H 2.30 -3.03 -4.17 0.37
O 1.06 -7.38 4.98 -0.91
P 1.25 -5.90 5.10 0.43
N 2.81 -5.37 5.20 0.26
C 3.58 -5.59 3.94 -1.14
C 3.66 -5.76 6.38 -1.01
N 0.38 -5.37 6.47 0.44
C -0.49 -6.25 7.27 -1.14
C 0.44 -4.05 7.02 -1.22
N 0.55 -4.98 3.83 0.62
C 0.71 -3.55 3.87 -1.74
C -0.55 -5.46 3.00 -1.03
H 4.62 -5.29 4.08 0.38
H 3.17 -5.09 3.05 0.31
H 3.64 -6.65 3.72 0.35
H 4.59 -5.19 6.38 0.37
H 3.76 -6.85 6.31 0.39
H 3.20 -5.53 7.34 0.28
H -1.40 -5.70 7.50 0.37
H -0.74 -7.14 6.69 0.30
H -0.03 -6.50 8.22 0.31
H 1.24 -3.49 6.54 0.34
H -0.39 -3.38 6.78 0.36
H 0.72 -3.93 8.07 0.38
H 0.22 -3.11 3.01 0.40
H -0.06 -3.25 4.59 0.65
H 1.73 -3.20 4.02 0.38
H -0.45 -5.07 1.99 0.20
H -1.51 -5.05 3.35 0.37
H -0.57 -6.55 3.02 0.35
O -4.20 0.34 -4.19 -0.66
P -4.05 1.35 -5.26 0.32
N -5.46 2.29 -5.21 0.30
C -5.84 3.24 -6.28 -1.22
C -6.64 1.91 -4.39 -1.04
N -3.89 0.71 -6.85 0.24
C -4.84 -0.31 -7.40 -0.90
C -3.20 1.53 -7.95 -0.93
N -2.76 2.49 -5.00 0.15
C -3.02 3.54 -4.04 -1.11
C -1.40 1.86 -4.85 -1.25
H -5.04 3.67 -6.87 0.36
H -6.36 4.09 -5.83 0.46
H -6.50 2.76 -7.00 0.35
H -6.43 2.05 -3.33 0.26
H -6.97 0.88 -4.52 0.29
H -7.56 2.44 -4.64 0.40
H -5.70 0.22 -7.79 0.28
H -4.33 -0.86 -8.19 0.33
H -5.23 -0.96 -6.62 0.26
H -3.87 2.25 -8.42 0.29
H -2.49 2.19 -7.47 0.32
H -2.84 0.84 -8.71 0.34
H -2.23 4.30 -4.04 0.38
H -3.84 4.11 -4.48 0.37
H -3.36 3.19 -3.07 0.39
H -0.68 2.58 -5.23 0.41
H -1.24 0.97 -5.45 0.43
H -1.21 1.60 -3.81 0.25
O 2.16 6.04 -2.70 -0.90
P 1.87 5.29 -1.43 0.26
N 2.19 3.58 -1.59 0.82
C 2.21 2.77 -0.33 0.47
C 2.85 2.94 -2.76 -1.05
N 0.24 5.30 -0.95 0.41
C -0.19 4.91 0.40 -0.38
C -0.86 5.55 -1.91 -1.29
N 2.80 5.76 -0.04 0.40
C 4.20 5.31 0.01 -1.16
C 2.60 7.12 0.66 -1.04
H 3.21 2.50 0.00 0.43
H 1.54 1.93 -0.52 -0.36
H 1.83 3.31 0.54 -0.87
H 2.89 1.87 -2.60 0.22
H 3.84 3.38 -2.92 0.24
H 2.14 3.16 -3.55 0.30
H -0.81 4.02 0.33 -0.03
H 0.61 4.65 1.09 -0.09
H -0.79 5.73 0.81 0.44
H -0.48 6.01 -2.82 0.46
H -1.16 4.57 -2.30 0.28
H -1.74 6.05 -1.53 0.36
H 4.83 5.90 -0.66 0.26
H 4.49 5.53 1.04 0.43
H 4.22 4.24 -0.15 0.29
H 1.77 7.62 0.18 0.34
H 3.48 7.76 0.58 0.38
H 2.27 6.87 1.67 0.25
```

highest occupied orbital energy	-8.123	eV
orbital gap	7.26	eV
electronic energy	-162381.1630	eV
strongest force on any atom	0.171	hartree/bohr

=====

Formula: C3H4BrClF2
Source: the Open Molecules 2025 dataset
Level of theory: the ωB97M-V functional and the def2-TZVPD basis

```
11
Properties=species:S:1:pos:R:3:mulliken_charge:R:1
C -1.35 0.63 0.15 -0.83
C -0.68 -0.62 0.45 -0.25
C 1.67 -0.25 -0.50 0.37
F 2.38 -0.66 0.59 -0.19
F 1.79 -0.99 -1.58 -0.18
Cl -0.26 -1.20 1.94 -0.12
Br 2.00 1.56 -0.91 -0.11
H -2.41 0.57 0.52 0.31
H -0.97 1.69 0.51 0.26
H -1.42 0.68 -0.88 0.34
H -0.76 -1.40 -0.30 0.40
```

highest occupied orbital energy (alpha / beta)	-8.619 / -8.077	eV
orbital gap (alpha / beta)	8.68 / 7.87	eV
electronic energy	-91172.3081	eV
strongest force on any atom	0.072	hartree/bohr

=====

Formula: C36H27N3O6P2PbS4Se
Source: the Open Molecules 2025 dataset
Level of theory: the ωB97M-V functional and the def2-TZVPD basis

```
80
Properties=species:S:1:pos:R:3:mulliken_charge:R:1
Pb -1.40 -0.39 0.39 1.17
S 1.48 -1.05 1.79 -0.33
P 2.97 0.25 1.83 0.32
C 2.13 0.19 0.39 -0.21
P 2.15 -0.83 -1.03 2.58
S 0.33 -1.42 -1.59 -0.28
C 2.96 0.25 -2.23 -0.01
C 3.02 1.62 -1.99 -0.45
C 3.65 2.45 -2.91 -0.49
C 4.18 1.93 -4.08 -0.52
C 4.10 0.56 -4.33 -0.77
C 3.49 -0.28 -3.40 -0.63
C 3.24 -2.27 -0.86 0.26
C 2.70 -3.53 -0.58 -0.64
C 3.54 -4.61 -0.37 -0.56
C 4.92 -4.45 -0.44 -0.63
C 5.46 -3.20 -0.72 -0.73
C 4.62 -2.11 -0.92 -0.54
C 4.64 -0.33 2.13 0.58
C 5.70 0.52 1.81 -0.32
C 7.00 0.07 1.95 -0.72
C 7.25 -1.21 2.42 -0.46
C 6.20 -2.06 2.74 -0.66
C 4.89 -1.62 2.58 -0.25
C 2.79 1.82 2.65 0.64
C 3.47 2.10 3.84 -0.62
C 3.26 3.32 4.46 -0.64
C 2.39 4.24 3.91 -0.46
C 1.71 3.96 2.73 -0.92
C 1.90 2.74 2.10 -0.09
H 2.56 2.04 -1.11 0.28
H 3.70 3.52 -2.72 0.45
H 4.66 2.58 -4.80 0.39
H 4.50 0.15 -5.24 0.42
H 3.44 -1.34 -3.60 0.50
H 1.63 -3.64 -0.54 0.26
H 3.12 -5.58 -0.16 0.47
H 5.57 -5.30 -0.28 0.40
H 6.53 -3.07 -0.77 0.43
H 5.05 -1.14 -1.12 0.44
H 5.51 1.53 1.46 0.48
H 7.83 0.73 1.70 0.42
H 8.27 -1.56 2.53 0.41
H 6.39 -3.06 3.09 0.43
H 4.06 -2.28 2.80 0.38
H 4.16 1.38 4.26 0.45
H 3.79 3.55 5.38 0.40
H 2.23 5.19 4.40 0.40
H 1.02 4.67 2.30 0.54
H 1.36 2.50 1.19 -0.10
O -3.62 -0.89 -2.91 -0.71
S -3.39 0.45 -2.36 1.48
O -4.41 1.41 -2.61 -0.70
O -3.08 0.32 -0.90 -0.65
C -1.89 1.02 -3.16 0.18
C -1.66 0.43 -4.40 -0.76
C -0.59 0.81 -5.19 -0.83
C 0.27 1.80 -4.74 -0.56
C 0.05 2.38 -3.50 -0.50
C -1.01 2.00 -2.70 -0.02
S -1.06 2.78 -1.07 1.37
O -2.41 3.20 -0.81 -0.66
O -0.05 3.81 -1.09 -0.77
O -0.60 1.67 -0.16 -0.52
H -2.34 -0.34 -4.74 0.52
H -0.43 0.34 -6.15 0.40
H 1.11 2.11 -5.34 0.44
H 0.70 3.16 -3.13 0.68
Se -3.41 -3.45 -1.96 0.40
N -3.17 -5.09 -1.35 -0.88
C -2.31 -5.04 -0.35 0.50
C -1.83 -6.14 0.42 -0.51
C -0.96 -5.86 1.42 -0.65
C -0.57 -4.51 1.69 -0.39
N -0.98 -3.47 1.02 0.00
C -1.85 -3.72 0.00 0.56
N -2.32 -2.73 -0.75 -0.21
H -2.16 -7.14 0.19 0.47
H -0.55 -6.65 2.04 0.41
H 0.12 -4.32 2.50 0.43
```

highest occupied orbital energy	-8.352	eV
orbital gap	7.10	eV
electronic energy	-187038.4230	eV
strongest force on any atom	0.035	hartree/bohr

=====

Formula: C21H27MnNO3S4Si
Source: the Open Molecules 2025 dataset
Level of theory: the ωB97M-V functional and the def2-TZVPD basis

```
58
Properties=species:S:1:pos:R:3:lowdin_spin:R:1
Mn -0.45 -0.56 -0.37 3.09
C 1.81 -2.94 -0.26 0.00
C 1.94 -2.40 -1.68 0.01
S 0.78 -1.09 -2.22 -0.03
C -0.47 -1.88 -3.27 0.00
C -1.43 -2.80 -2.56 0.00
S -2.17 -1.97 -1.11 -0.03
C -2.10 -3.21 0.24 0.00
C -0.77 -3.35 0.96 0.00
S 0.51 -4.18 -0.02 0.00
H 1.71 -2.14 0.48 0.00
H 2.75 -3.44 -0.03 0.00
H 1.82 -3.20 -2.42 0.00
H 2.92 -1.96 -1.84 0.00
H 0.07 -2.43 -4.05 0.00
H -0.98 -1.05 -3.77 0.00
H -0.94 -3.70 -2.19 0.00
H -2.25 -3.08 -3.22 0.00
H -2.41 -4.14 -0.24 0.00
H -2.90 -2.91 0.92 0.00
H -0.96 -3.96 1.85 0.00
H -0.39 -2.40 1.35 0.00
O 1.84 3.59 3.23 0.00
S 2.64 2.44 2.94 0.00
O 3.60 1.93 3.86 0.00
N 1.54 1.20 2.53 0.02
C 1.63 0.97 1.29 0.01
O 0.79 0.09 0.73 0.09
C 2.64 1.69 0.48 0.00
C 2.96 1.62 -0.87 0.00
C 3.98 2.44 -1.34 0.00
C 4.65 3.30 -0.49 0.00
C 4.33 3.39 0.86 0.00
C 3.32 2.57 1.31 0.00
H 2.43 0.95 -1.54 0.00
H 4.25 2.40 -2.39 0.00
H 5.44 3.93 -0.89 0.00
H 4.86 4.06 1.52 0.00
C -0.64 3.00 -0.73 -0.02
Si -1.79 1.57 -0.69 -0.08
C -2.91 1.44 -2.14 -0.01
C -2.27 0.75 0.87 -0.02
C -3.41 -0.10 0.93 0.00
C -3.86 -0.58 2.14 0.00
C -3.18 -0.24 3.31 -0.01
C -2.06 0.58 3.28 0.00
C -1.60 1.07 2.07 -0.01
H -1.24 3.91 -0.61 0.00
H -0.14 3.07 -1.70 0.00
H 0.11 2.99 0.06 0.00
H -3.60 2.29 -2.09 0.00
H -3.51 0.54 -2.17 0.00
H -2.36 1.55 -3.07 0.00
H -3.95 -0.34 0.03 0.00
H -4.74 -1.20 2.19 0.00
H -3.54 -0.62 4.26 0.00
H -1.54 0.84 4.20 0.00
H -0.74 1.72 2.07 0.00
```

total charge	+2
highest occupied orbital energy (alpha / beta)	-14.651 / -14.638	eV
orbital gap (alpha / beta)	6.16 / 7.13	eV
electronic energy	-112370.7677	eV
multiplicity	4
strongest force on any atom	0.023	hartree/bohr

=====

Formula: C2H4N2OS
Source: the Open Molecules 2025 dataset
Level of theory: the ωB97M-V functional and the def2-TZVPD basis

```
10
Properties=species:S:1:pos:R:3:mulliken_charge:R:1
C -0.11 -0.13 -0.55 -0.45
C -0.69 -0.59 0.69 -0.54
N 1.52 1.28 0.43 -0.58
N 0.83 1.08 -0.51 1.00
O 0.74 1.72 -1.57 -0.65
S 0.64 -0.96 1.88 -0.05
H 0.50 -0.92 -0.98 0.30
H -0.82 0.07 -1.43 0.34
H -1.32 0.07 1.26 0.31
H -1.28 -1.62 0.79 0.33
```

highest occupied orbital energy (alpha / beta)	-9.728 / -9.683	eV
orbital gap (alpha / beta)	6.60 / 6.55	eV
electronic energy	-17995.1778	eV
strongest force on any atom	0.081	hartree/bohr

=====

Formula: C10H16N
Source: the Open Molecules 2025 dataset
Level of theory: the ωB97M-V functional and the def2-TZVPD basis

```
27
Properties=species:S:1:pos:R:3:mulliken_charge:R:1
C 2.00 -1.54 -0.74 -1.52
C 0.82 -1.01 0.11 1.48
C 0.29 -1.99 1.13 -1.63
C 1.06 0.45 0.62 -0.12
N 1.98 1.24 0.20 -0.18
C 1.00 2.25 -0.37 -0.88
C -0.07 1.14 0.02 0.65
C -1.36 1.60 0.58 -0.85
C -2.41 0.74 -0.15 -0.59
C -1.81 -0.65 -0.40 -1.08
C -0.39 -0.36 -0.77 -0.14
H 2.51 -0.63 -1.25 0.35
H 1.53 -2.30 -1.35 0.42
H 2.73 -2.05 -0.08 0.35
H -0.41 -1.42 1.74 0.36
H 0.86 -2.63 1.84 0.40
H -0.39 -2.75 0.63 0.36
H 2.94 1.03 0.08 0.24
H 1.20 2.57 -1.38 0.29
H 1.02 3.10 0.33 0.40
H -1.37 2.69 0.41 0.41
H -1.34 1.33 1.63 0.34
H -2.71 1.25 -1.08 0.29
H -3.30 0.71 0.57 0.37
H -1.85 -1.13 0.54 0.29
H -2.35 -1.30 -1.05 0.46
H -0.17 -0.35 -1.83 0.54
```

total charge	+1
highest occupied orbital energy	-14.589	eV
SMILES string	CC1(C)C2=[NH+]C[C@]23CCC[C@H]13
orbital gap	10.07	eV
electronic energy	-12109.6975	eV
strongest force on any atom	0.064	hartree/bohr

=====

Formula: C4H12NS
Source: the Open Molecules 2025 dataset
Level of theory: the ωB97M-V functional and the def2-TZVPD basis

```
18
Properties=species:S:1:pos:R:3:mulliken_charge:R:1
C 1.26 2.35 0.31 -0.82
S 0.98 0.76 1.03 -0.55
H 1.87 2.99 0.98 0.23
H 1.78 2.30 -0.69 0.17
H 0.31 2.93 0.12 0.19
C -1.37 -0.05 -1.31 -0.62
N -1.02 -1.33 -0.72 -0.20
C 0.45 -1.52 -0.97 -0.89
C -1.35 -1.32 0.73 -0.85
H -1.20 -0.05 -2.41 0.29
H -0.79 0.83 -0.90 0.04
H -2.45 0.21 -1.21 0.31
H 0.85 -2.07 -0.11 0.32
H 0.56 -2.23 -1.78 0.27
H 0.92 -0.55 -1.18 0.25
H -1.12 -2.34 1.08 0.31
H -2.41 -1.10 0.79 0.31
H -0.80 -0.60 1.32 0.22
```

total charge	-1
highest occupied orbital energy	-2.168	eV
orbital gap	6.33	eV
electronic energy	-16667.3349	eV
strongest force on any atom	0.037	hartree/bohr

=====

Energy above the lowest of the compared OMol25 structures with the same formula, charge and spin across the listed records, respectively: 0.0; 23.9; 0.0; 68.2; 0.0; 31.0; 172.5; 82.8; 36.2 kcal per mole.